(1)
# C19H20N4O4

A single C19H20N4O4 molecule at a distorted geometry (ωB97M-V/def2-TZVPD, OMol25).

Geometry (Å):
1 C -3.065 2.252 0.072
2 C -1.852 3.048 0.622
3 N -0.522 2.335 0.527
4 C 0.688 3.138 0.639
5 C 0.961 3.980 -0.422
6 C 2.002 5.002 -0.337
7 C 2.775 5.129 0.794
8 C 2.479 4.183 1.805
9 C 1.503 3.266 1.724
10 C -0.283 0.948 0.661
11 C 0.228 0.379 -0.537
12 C 0.757 -0.969 -0.508
13 O 1.399 -1.635 -1.479
14 C 0.578 -1.679 0.708
15 C 0.813 -3.098 1.172
16 C 1.688 -4.092 0.469
17 C 0.762 -4.800 -0.446
18 N 0.543 -4.221 -1.653
19 C -0.417 -4.587 -2.623
20 O -0.859 -5.696 -2.722
21 O -0.721 -3.544 -3.357
22 C -2.040 -3.666 -4.063
23 N 0.295 -3.240 2.446
24 N -0.118 -1.978 2.747
25 C 0.022 -1.008 1.803
26 C -0.505 0.243 1.836
27 O -0.867 0.892 2.972
28 H -3.327 1.426 0.792
29 H -3.888 2.970 0.022
30 H -2.928 1.737 -0.911
31 H -1.861 4.041 0.062
32 H -2.061 3.191 1.729
33 H 0.403 3.926 -1.311
34 H 2.095 5.453 -1.344
35 H 3.567 5.882 0.855
36 H 2.863 4.388 2.765
37 H 1.100 2.767 2.531
38 H 0.238 1.046 -1.398
39 H 1.104 -2.575 -1.463
40 H 2.449 -3.648 -0.125
41 H 2.161 -4.845 1.155
42 H 0.028 -5.541 -0.162
43 H -2.854 -3.797 -3.348
44 H -2.057 -4.470 -4.856
45 H -2.300 -2.697 -4.485
46 H -0.341 -1.662 3.674
47 H -0.634 1.829 2.969

Calculated values
lowest unoccupied orbital energy	-0.2	eV
M	368.4	g/mol
orbital gap	7.350	eV
SMILES	CCN(c1ccccc1)c1cc(O)c2c(C/C=N/C(=O)OC)n[nH]c2c1O
energy above the lowest of the compared OMol25 structures with the same formula, charge and spin	120.0	kcal/mol
HOMO	-7.53	eV
largest force on an atom	6.2	eV/Å

---

(2)
# C19H21AlClN6O4S

A molecular structure, C19H21AlClN6O4S at a distorted geometry (ωB97M-V/def2-TZVPD, OMol25).

Geometry (Å):
1 Al 0.184 -1.219 0.288
2 O -0.255 0.370 3.456
3 Cl -0.795 -0.150 2.310
4 O -2.165 0.004 2.174
5 O -0.438 -1.544 2.145
6 O -0.161 0.461 1.127
7 S 0.821 -0.470 -1.701
8 C 2.240 0.159 -0.778
9 N 2.847 1.258 -1.138
10 N 2.445 1.948 -2.144
11 C 2.957 3.199 -2.416
12 C 2.520 3.894 -3.548
13 C 3.011 5.160 -3.797
14 C 3.924 5.734 -2.924
15 C 4.367 5.038 -1.806
16 C 3.892 3.770 -1.545
17 N 2.739 -0.483 0.259
18 N 2.047 -1.454 0.767
19 C 2.654 -2.303 1.682
20 C 3.930 -2.067 2.204
21 C 4.503 -3.012 3.033
22 C 3.824 -4.182 3.346
23 C 2.544 -4.401 2.853
24 C 1.960 -3.467 2.024
25 H 1.669 1.601 -2.726
26 H 1.811 3.432 -4.220
27 H 2.696 5.700 -4.679
28 H 4.298 6.726 -3.117
29 H 5.090 5.491 -1.145
30 H 4.215 3.210 -0.681
31 H 4.436 -1.147 1.954
32 H 5.490 -2.837 3.433
33 H 4.288 -4.920 3.981
34 H 2.016 -5.304 3.113
35 H 0.960 -3.606 1.622
36 N -1.556 -1.795 -0.268
37 C -2.642 -1.442 -0.533
38 N -3.778 -1.000 -0.869
39 C -4.922 -1.856 -1.154
40 C -5.820 -1.952 0.090
41 C -5.630 -0.719 0.985
42 C -5.415 0.523 0.121
43 C -4.073 0.413 -0.605
44 H -4.568 -2.839 -1.465
45 H -5.458 -1.405 -1.993
46 H -5.587 -2.853 0.657
47 H -6.857 -2.023 -0.235
48 H -4.760 -0.847 1.635
49 H -6.506 -0.589 1.620
50 H -5.407 1.416 0.743
51 H -6.231 0.616 -0.596
52 H -3.273 0.815 0.018
53 H -4.085 0.948 -1.557

Calculated values
lowest unoccupied orbital energy (spin up / spin down)	-4.3 / -4.3	eV
M	491.9	g/mol
orbital gap (spin up / spin down)	6.109 / 6.099	eV
charge	+1
energy above the lowest of the compared OMol25 structures with the same formula, charge and spin	75.8	kcal/mol
HOMO (spin up / spin down)	-10.44 / -10.43	eV
largest force on an atom	2.4	eV/Å

---

(3)
# C19H21ClN2O3

A single C19H21ClN2O3 molecule (ωB97M-V/def2-TZVPD, OMol25).

Geometry (Å):
1 C -2.209 -4.412 -1.987
2 O -1.816 -4.187 -0.656
3 C -2.066 -2.964 -0.103
4 C -2.659 -1.895 -0.759
5 C -2.866 -0.689 -0.103
6 C -2.481 -0.538 1.219
7 O -2.621 0.609 1.961
8 C -3.143 1.758 1.335
9 C -2.337 2.290 0.142
10 O -2.911 2.602 -0.887
11 N -1.006 2.426 0.292
12 C -0.203 2.103 1.446
13 C 0.755 0.947 1.124
14 N 1.559 1.312 -0.021
15 C 2.830 0.786 -0.189
16 C 3.714 1.373 -1.102
17 C 5.004 0.906 -1.241
18 C 5.468 -0.150 -0.473
19 C 4.596 -0.730 0.431
20 Cl 5.134 -2.060 1.400
21 C 3.295 -0.286 0.578
22 C 0.737 1.610 -1.176
23 C -0.193 2.780 -0.853
24 C -1.885 -1.613 1.881
25 C -1.681 -2.807 1.231
26 H -1.932 -5.443 -2.205
27 H -3.290 -4.294 -2.113
28 H -1.687 -3.744 -2.680
29 H -2.971 -1.976 -1.788
30 H -3.328 0.117 -0.649
31 H -4.166 1.585 0.976
32 H -3.176 2.524 2.116
33 H -0.826 1.836 2.296
34 H 0.392 2.990 1.700
35 H 1.403 0.791 1.987
36 H 0.171 0.031 0.940
37 H 3.395 2.218 -1.693
38 H 5.667 1.377 -1.950
39 H 6.477 -0.513 -0.573
40 H 2.648 -0.794 1.274
41 H 1.361 1.854 -2.033
42 H 0.119 0.734 -1.436
43 H -0.859 2.994 -1.690
44 H 0.396 3.671 -0.613
45 H -1.592 -1.486 2.911
46 H -1.221 -3.642 1.735

Calculated values
lowest unoccupied orbital energy	0.7	eV
M	360.8	g/mol
orbital gap	8.713	eV
SMILES	COc1ccc(OCC(=O)N2CCN(c3cccc(Cl)c3)CC2)cc1
energy above the lowest of the compared OMol25 structures with the same formula, charge and spin	43.0	kcal/mol
HOMO	-8.04	eV
largest force on an atom	0.5	eV/Å

---

(4)
# C19H21ClN6O2S2

A single C19H21ClN6O2S2 molecule at a distorted geometry (ωB97M-V/def2-TZVPD, OMol25).

Geometry (Å):
1 C -0.737 -4.988 -1.488
2 C -0.648 -3.534 -1.940
3 N -1.205 -2.645 -0.954
4 C -0.639 -2.139 0.176
5 C 0.740 -2.392 0.650
6 C 1.491 -1.114 1.068
7 O 2.652 -0.955 0.765
8 N 0.732 -0.276 1.804
9 C 1.075 0.974 2.321
10 C 0.044 1.790 2.782
11 C 0.325 3.039 3.300
12 C 1.626 3.519 3.379
13 C 1.931 4.873 3.935
14 C 2.641 2.681 2.923
15 Cl 4.285 3.216 3.001
16 C 2.387 1.425 2.403
17 N -1.509 -1.379 0.799
18 N -2.652 -1.375 0.108
19 C -2.477 -2.132 -0.936
20 S -3.675 -2.469 -2.163
21 C -3.744 -0.806 -2.940
22 C -2.598 -0.776 -3.919
23 O -2.688 -1.248 -5.029
24 N -1.374 -0.322 -3.491
25 C -0.918 0.445 -2.444
26 N 0.351 0.599 -2.280
27 C 0.648 1.467 -1.275
28 C 2.069 1.790 -0.982
29 C -0.441 1.984 -0.647
30 S -1.904 1.381 -1.336
31 H -0.181 -5.142 -0.566
32 H -1.776 -5.264 -1.321
33 H -0.325 -5.634 -2.258
34 H -1.220 -3.398 -2.863
35 H 0.390 -3.244 -2.123
36 H 1.335 -2.891 -0.116
37 H 0.707 -3.038 1.533
38 H -0.266 -0.502 1.841
39 H -0.976 1.438 2.729
40 H -0.485 3.661 3.650
41 H 1.017 5.393 4.209
42 H 2.474 5.470 3.203
43 H 2.564 4.784 4.818
44 H 3.198 0.805 2.057
45 H -3.719 -0.060 -2.152
46 H -4.686 -0.777 -3.484
47 H -0.637 -0.495 -4.171
48 H 2.564 2.107 -1.898
49 H 2.132 2.578 -0.238
50 H 2.586 0.906 -0.613
51 H -0.479 2.671 0.172

Calculated values
lowest unoccupied orbital energy	0.3	eV
M	465.0	g/mol
orbital gap	8.768	eV
SMILES	CCn1c(CC(=O)Nc2ccc(C)c(Cl)c2)nnc1SCC(=O)Nc1nc(C)cs1
energy above the lowest of the compared OMol25 structures with the same formula, charge and spin	0.0	kcal/mol
HOMO	-8.48	eV
largest force on an atom	1.3	eV/Å

---

(5)
# C19H21ClO6RhS

A molecular structure, C19H21ClO6RhS (ωB97M-V/def2-TZVPD, OMol25).

Geometry (Å):
1 Rh 0.521 -0.256 0.802
2 O 0.212 -1.258 -3.389
3 C 0.146 -1.252 -2.076
4 O 1.039 -0.814 -1.370
5 C -1.111 -1.902 -1.551
6 O -1.282 -1.647 -0.173
7 C -2.491 -0.913 0.152
8 C -2.245 0.590 0.082
9 O -3.055 1.369 -0.342
10 O -1.060 0.962 0.548
11 H 1.062 -0.883 -3.673
12 H -1.964 -1.573 -2.146
13 H -0.989 -2.979 -1.709
14 H -3.296 -1.216 -0.514
15 H -2.736 -1.189 1.177
16 Cl 2.512 2.126 5.853
17 C 2.264 1.987 4.154
18 C 1.162 2.611 3.564
19 C 0.971 2.517 2.208
20 C 1.889 1.795 1.383
21 C 1.785 1.820 -0.020
22 C 2.997 1.161 2.030
23 C 3.176 1.256 3.389
24 H 0.478 3.181 4.178
25 H 0.122 2.995 1.740
26 H 2.576 1.415 -0.636
27 H 1.000 2.386 -0.498
28 H 3.734 0.648 1.421
29 H 4.037 0.809 3.868
30 C 1.916 -5.790 0.408
31 C 1.416 -4.560 1.109
32 C 0.092 -4.471 1.546
33 C -0.385 -3.342 2.186
34 C 0.485 -2.279 2.404
35 C 1.824 -2.354 2.010
36 C 2.273 -3.490 1.348
37 S -0.149 -0.784 3.165
38 C 0.576 -0.927 4.793
39 O -1.609 -0.926 3.308
40 H 1.123 -6.523 0.275
41 H 2.718 -6.258 0.980
42 H 2.320 -5.540 -0.573
43 H -0.575 -5.308 1.379
44 H -1.418 -3.257 2.498
45 H 2.518 -1.552 2.248
46 H 3.308 -3.550 1.035
47 H 0.197 -1.857 5.214
48 H 0.241 -0.069 5.373
49 H 1.661 -0.934 4.713

Calculated values
lowest unoccupied orbital energy (spin up / spin down)	-2.6 / -5.2	eV
M	515.8	g/mol
multiplicity	5
orbital gap (spin up / spin down)	7.931 / 7.185	eV
charge	+1
<S²>	6.0553
energy above the lowest of the compared OMol25 structures with the same formula, charge and spin	9.4	kcal/mol
HOMO (spin up / spin down)	-10.54 / -12.41	eV
largest force on an atom	0.7	eV/Å

---

- Which of these has the highest M?
  C19H21ClO6RhS

---

- energy above the lowest of the compared OMol25 structures with the same formula, charge and spin of number 2 (C19H21AlClN6O4S)?
  75.8 kcal/mol

---

What did the first record say?
# C19H20N4O4

A single C19H20N4O4 molecule at a distorted geometry (ωB97M-V/def2-TZVPD, OMol25).

Geometry (Å):
1 C -3.065 2.252 0.072
2 C -1.852 3.048 0.622
3 N -0.522 2.335 0.527
4 C 0.688 3.138 0.639
5 C 0.961 3.980 -0.422
6 C 2.002 5.002 -0.337
7 C 2.775 5.129 0.794
8 C 2.479 4.183 1.805
9 C 1.503 3.266 1.724
10 C -0.283 0.948 0.661
11 C 0.228 0.379 -0.537
12 C 0.757 -0.969 -0.508
13 O 1.399 -1.635 -1.479
14 C 0.578 -1.679 0.708
15 C 0.813 -3.098 1.172
16 C 1.688 -4.092 0.469
17 C 0.762 -4.800 -0.446
18 N 0.543 -4.221 -1.653
19 C -0.417 -4.587 -2.623
20 O -0.859 -5.696 -2.722
21 O -0.721 -3.544 -3.357
22 C -2.040 -3.666 -4.063
23 N 0.295 -3.240 2.446
24 N -0.118 -1.978 2.747
25 C 0.022 -1.008 1.803
26 C -0.505 0.243 1.836
27 O -0.867 0.892 2.972
28 H -3.327 1.426 0.792
29 H -3.888 2.970 0.022
30 H -2.928 1.737 -0.911
31 H -1.861 4.041 0.062
32 H -2.061 3.191 1.729
33 H 0.403 3.926 -1.311
34 H 2.095 5.453 -1.344
35 H 3.567 5.882 0.855
36 H 2.863 4.388 2.765
37 H 1.100 2.767 2.531
38 H 0.238 1.046 -1.398
39 H 1.104 -2.575 -1.463
40 H 2.449 -3.648 -0.125
41 H 2.161 -4.845 1.155
42 H 0.028 -5.541 -0.162
43 H -2.854 -3.797 -3.348
44 H -2.057 -4.470 -4.856
45 H -2.300 -2.697 -4.485
46 H -0.341 -1.662 3.674
47 H -0.634 1.829 2.969

Calculated values
lowest unoccupied orbital energy	-0.2	eV
M	368.4	g/mol
orbital gap	7.350	eV
SMILES	CCN(c1ccccc1)c1cc(O)c2c(C/C=N/C(=O)OC)n[nH]c2c1O
energy above the lowest of the compared OMol25 structures with the same formula, charge and spin	120.0	kcal/mol
HOMO	-7.53	eV
largest force on an atom	6.2	eV/Å